21
Properties=species:S:1:pos:R:3:mulliken_spin:R:1 method="wB97M-V/def2-TZVPD" multiplicity=2 de_lowest_kcal_mol=39.1 charge=-1 s2=0.751 gap_ev="2.76 / 8.79"
N 0.421 2.204 0.602 0.1215
C -0.131 1.009 1.093 0.9402
C 0.111 0.689 2.596 -0.0581
C 0.500 -0.102 0.216 -0.0166
N -0.079 -0.122 -1.181 -0.3001
C -1.303 -0.958 -1.342 1.8440
H 0.499 2.208 -0.481 -0.1495
H 0.040 2.953 1.117 -0.2898
H -1.191 0.989 0.867 0.4160
H 0.147 1.684 3.107 -0.1260
H 1.197 0.258 2.687 0.0569
H -0.605 0.027 3.072 -0.1497
H 0.322 -1.077 0.805 -0.0560
H 1.580 0.025 0.052 0.0275
H -0.035 0.882 -1.561 -0.0132
H -2.185 -0.278 -1.378 -0.4207
H -1.293 -1.558 -2.183 -0.8244
H -1.429 -1.386 -0.354 0.0370
H 0.634 -2.716 -3.169 -0.0905
H 1.400 -1.988 -1.967 0.0258
O 1.400 -2.743 -2.598 0.0256